# C18H27BN8PdSb

A molecular structure, C18H27BN8PdSb (ωB97M-V/def2-TZVPD, the OMol25 dataset).

- F_max (Eh/bohr) = 0.012
- ⟨S²⟩ = 0.759
- HOMO level (alpha / beta) (eV) = -14.274 / -14.273
- relative energy (zero: lowest compared OMol25 entry of this formula, charge and spin) (eV) = 0.0000
- orbital gap (alpha / beta) (eV) = 5.329 / 5.312
- charge = +2
- multiplicity = 2
- DFT total energy (eV) = -41702.9915

Geometry as XYZ:
```
56
C18H27BN8PdSb ωB97M-V/def2-TZVPD
Pd 0.691 -0.202 0.429
C -1.654 -3.002 -1.619
C -1.113 -2.580 -0.417
N -0.499 -1.406 -0.607
N -0.610 -1.065 -1.908
C -1.321 -2.013 -2.531
B -0.086 0.293 -2.535
N 1.462 0.307 -2.350
C 2.451 0.822 -3.089
C 3.640 0.707 -2.387
C 3.286 0.118 -1.185
N 1.968 -0.137 -1.181
N -0.645 1.461 -1.676
C -1.396 2.535 -1.969
C -1.617 3.254 -0.806
C -0.967 2.537 0.188
N -0.374 1.471 -0.350
N -0.465 0.350 -3.969
C 0.119 -0.264 -5.040
C -0.755 -0.194 -6.088
C -1.879 0.482 -5.565
N -1.712 0.786 -4.296
H -2.223 -3.896 -1.800
H -1.145 -3.043 0.554
H -1.556 -1.910 -3.578
H 2.253 1.229 -4.067
H 4.623 0.994 -2.715
H 3.904 -0.171 -0.350
H -1.730 2.690 -2.979
H -2.176 4.166 -0.702
H -0.887 2.738 1.244
H 1.094 -0.717 -4.971
H -0.608 -0.565 -7.087
H -2.795 0.751 -6.065
C -0.946 2.161 4.247
C -1.231 0.670 4.330
Sb -0.382 -0.527 2.766
C 1.734 -0.332 3.092
C 2.231 0.927 2.363
C -0.747 -2.572 3.268
C -0.467 -2.836 4.743
H -1.368 2.656 5.122
H -1.403 2.614 3.368
H 0.123 2.375 4.245
H -2.296 0.448 4.365
H -0.751 0.204 5.193
H 2.220 -1.247 2.745
H 1.963 -0.253 4.155
H 1.899 1.127 1.300
H 3.318 0.972 2.311
H 1.872 1.831 2.856
H -0.077 -3.150 2.627
H -1.774 -2.824 3.007
H 0.552 -2.567 5.025
H -0.588 -3.900 4.947
H -1.161 -2.303 5.392
```